1.
{
  "formula": "C28H54ClN2O8",
  "method": "ωB97M-V/def2-TZVPD",
  "elements": ["H", "H", "O", "H", "C", "H", "C", "H", "H", "C", "H", "H", "H", "C", "C", "C", "H", "H", "C", "H", "C", "C", "H", "H", "H", "H", "C", "H", "H", "C", "H", "C", "C", "C", "C", "H", "H", "H", "H", "C", "H", "C", "O", "H", "H", "N", "C", "C", "H", "C", "H", "Cl", "H", "C", "H", "H", "H", "H", "H", "H", "C", "H", "O", "O", "H", "O", "H", "N", "H", "H", "H", "H", "C", "H", "O", "H", "C", "C", "H", "O", "H", "H", "H", "H", "C", "H", "C", "H", "H", "H", "H", "O", "C"],
  "coordinates": [[1.029, 12.839, 96.610], [2.124, 14.029, 96.307], [2.845, 12.821, 97.871], [5.992, 13.927, 101.018], [1.688, 8.705, 99.816], [3.117, 8.402, 103.439], [1.450, 6.805, 94.488], [2.860, 9.696, 99.262], [5.839, 13.223, 98.886], [5.036, 13.510, 101.183], [-0.664, 4.335, 92.680], [-2.721, 12.879, 99.302], [5.305, 3.584, 101.410], [-0.012, 3.686, 93.441], [3.862, 7.067, 99.300], [2.166, 13.049, 96.630], [-0.772, 12.995, 97.277], [2.880, 6.260, 102.326], [3.518, 7.484, 95.571], [1.734, 7.719, 93.812], [0.820, 5.045, 97.503], [1.301, 3.711, 99.461], [-2.712, 14.072, 97.950], [1.253, 13.855, 98.082], [2.884, 13.479, 101.118], [0.124, 2.693, 96.352], [2.576, 13.556, 100.034], [2.831, 5.362, 98.946], [1.116, 6.951, 97.251], [4.825, 12.701, 98.921], [1.439, 12.404, 97.909], [1.647, 4.803, 100.133], [-2.386, 14.055, 99.043], [1.882, 9.704, 100.578], [4.215, 12.890, 97.725], [1.124, 8.812, 98.752], [3.276, 13.345, 99.289], [-0.654, 11.824, 98.693], [0.256, 6.371, 92.998], [1.606, 6.160, 99.505], [0.767, 3.059, 93.028], [0.928, 5.845, 93.676], [0.469, 4.701, 94.270], [4.853, 11.651, 99.285], [1.698, 5.512, 93.158], [2.404, 9.577, 101.894], [4.486, 3.946, 100.712], [0.810, 2.580, 97.389], [0.797, 10.151, 103.213], [3.837, 5.707, 99.285], [1.873, 10.666, 100.148], [0.482, 9.898, 96.633], [-2.770, 14.627, 99.784], [2.685, 8.397, 102.471], [0.320, 5.141, 96.385], [5.271, 12.576, 101.577], [4.493, 12.032, 96.963], [1.596, 11.497, 102.425], [2.535, 12.595, 95.694], [4.752, 13.789, 97.449], [3.149, 9.007, 98.272], [3.516, 8.226, 94.817], [-0.955, 13.959, 99.149], [3.257, 7.622, 98.160], [0.719, 7.272, 95.256], [2.667, 6.329, 95.201], [-0.702, 2.805, 94.021], [0.748, 3.835, 98.200], [4.531, 14.344, 101.937], [4.375, 5.170, 98.464], [4.723, 7.408, 99.546], [2.439, 9.419, 97.427], [2.568, 7.216, 101.776], [1.805, 4.629, 101.212], [4.532, 5.311, 100.536], [3.467, 3.560, 101.144], [1.998, 7.285, 100.264], [0.937, 13.126, 98.482], [1.839, 2.210, 97.117], [1.347, 12.875, 99.803], [3.255, 7.240, 100.242], [0.296, 1.741, 97.957], [2.154, 10.594, 104.014], [4.159, 9.496, 97.999], [1.199, 6.160, 98.041], [1.235, 2.737, 99.754], [-0.363, 12.918, 98.348], [4.733, 7.498, 95.864], [3.114, 8.148, 96.384], [2.581, 14.582, 99.995], [4.631, 3.385, 99.850], [4.241, 13.624, 99.970], [1.740, 10.514, 102.836]],
  "mulliken_charge": [0.14, 0.46, -0.23, 0.42, -0.12, 0.50, 0.23, -0.24, 0.46, -1.00, 0.32, 0.25, 0.30, -0.82, -2.11, -1.27, 0.41, 0.23, -0.92, 0.34, -0.25, -0.88, 0.26, 1.76, -0.39, 0.08, 0.02, 0.80, -0.42, -0.88, 1.30, -0.70, -0.77, -0.91, -0.28, 0.60, 0.20, 0.07, 0.46, 0.39, 0.31, -1.18, -0.17, 0.09, 0.51, 0.52, -0.74, -0.80, 0.40, -0.39, 0.76, -0.51, 0.35, -0.87, 0.29, 0.38, 0.24, 0.28, 0.33, 0.33, -0.76, 0.56, -0.37, 0.14, 0.18, -0.35, 0.23, 0.18, 0.31, 0.79, 1.43, -0.43, -0.77, 0.87, -0.38, 0.19, 0.09, -2.25, 0.32, -0.44, 0.27, 0.40, 0.31, 0.15, 0.92, 0.62, -0.08, 0.19, 0.93, 0.55, 0.40, -0.12, -1.02],
  "orbital_gap_ev": 2.4,
  "lumo_ev": -5.79,
  "e_above_lowest_kcal_mol": 878.43,
  "total_energy_ev": -61748.76544,
  "total_charge": 1,
  "spin_multiplicity": 1
}

2.
{
  "formula": "C28H54F8N11O18S8",
  "method": "ωB97M-V/def2-TZVPD",
  "elements": ["C", "H", "N", "S", "C", "C", "H", "F", "C", "C", "O", "C", "F", "N", "C", "O", "F", "O", "C", "O", "H", "S", "H", "H", "H", "O", "N", "H", "H", "H", "O", "S", "N", "C", "H", "O", "H", "O", "H", "H", "H", "H", "C", "H", "H", "H", "H", "H", "H", "C", "H", "H", "H", "H", "N", "O", "F", "H", "H", "N", "O", "C", "C", "F", "O", "O", "S", "C", "O", "N", "H", "S", "H", "H", "H", "H", "H", "S", "C", "H", "O", "C", "N", "N", "C", "C", "S", "F", "H", "H", "H", "C", "C", "H", "H", "C", "F", "O", "H", "O", "H", "F", "H", "H", "C", "C", "C", "H", "C", "O", "H", "O", "C", "H", "H", "N", "H", "H", "S", "H", "C", "C", "H", "H", "N", "H", "H"],
  "coordinates": [[-2.397, 3.122, -5.749], [-3.995, 5.153, -2.587], [-0.174, 0.375, -0.957], [4.957, -0.604, -5.103], [1.999, 5.148, -3.630], [2.942, -3.358, -2.329], [-5.136, 0.519, 3.498], [5.516, -2.013, -5.706], [2.471, -2.452, 0.078], [-1.508, 0.121, 7.852], [5.296, 0.255, -6.227], [-3.127, -0.363, 4.177], [-1.828, -4.499, 2.779], [-0.348, -3.974, 4.419], [-4.073, 4.261, -3.208], [1.163, 1.225, 2.366], [-1.822, -2.617, -4.376], [-2.260, -3.669, -2.201], [1.471, -3.069, -2.850], [-4.239, -2.047, -0.535], [1.638, 0.566, -4.937], [2.890, 3.679, 1.861], [-1.706, -2.988, 8.496], [-0.095, -0.280, 4.747], [-0.175, 1.212, 5.684], [4.667, 1.896, -3.430], [-3.354, -1.442, -2.865], [-1.839, 4.252, -3.325], [5.134, -1.628, -1.545], [-1.311, -1.195, 9.610], [2.286, -4.849, 4.477], [-4.491, -1.778, -1.927], [5.736, -0.670, -3.885], [-2.618, 0.402, 5.428], [-2.371, -0.914, -5.893], [1.978, 2.498, 4.257], [-2.207, -0.725, 3.717], [7.084, 1.668, -4.031], [-1.973, 0.692, -0.191], [1.875, 2.317, -2.726], [0.132, -0.296, -4.986], [2.960, -1.670, 2.100], [-0.790, -1.056, 8.662], [0.456, -0.345, 6.481], [-1.264, -2.350, 5.674], [-4.829, 3.591, -2.800], [0.184, 1.533, -5.008], [1.579, -3.047, 0.202], [-2.739, -2.147, 6.364], [-0.351, -0.056, -2.302], [3.096, -4.368, -1.950], [-3.835, 1.556, 3.073], [-2.325, 1.439, 5.262], [-4.077, -0.071, 2.305], [1.415, 3.710, 1.703], [1.539, 6.141, -1.471], [1.348, -3.472, 6.197], [1.320, -2.197, -3.487], [-2.537, 0.248, 8.188], [-2.881, 0.904, -5.735], [3.604, 2.432, 1.569], [-4.079, 0.505, 3.230], [3.180, -1.790, 1.049], [-4.830, -0.260, -1.853], [3.544, -0.797, -4.945], [0.486, 4.374, -1.981], [1.321, -3.694, 4.603], [4.323, -1.746, -0.842], [1.741, -2.318, 4.204], [4.260, -1.251, 0.391], [-4.435, 4.617, -4.173], [5.813, 0.995, -3.543], [2.570, 5.995, -4.010], [-3.601, -0.453, -7.132], [-0.987, 1.060, 8.044], [-2.161, 4.130, -6.060], [1.057, 1.861, -0.113], [-0.293, -4.776, 3.220], [-3.307, -0.389, -6.084], [6.226, -1.170, 0.896], [-0.408, -6.227, 3.366], [-1.063, 0.179, 0.118], [3.190, -2.489, -1.146], [-1.556, -0.331, 6.367], [-2.802, 1.336, -4.455], [1.208, 1.566, -2.328], [1.332, 2.541, 2.941], [3.090, 4.470, 0.478], [1.344, 4.812, -4.434], [2.726, 4.340, -3.544], [-3.046, 0.678, -3.634], [-2.578, 2.008, -6.538], [5.369, -0.514, 1.047], [-4.070, -0.699, -5.370], [-0.525, -1.959, 0.738], [-1.091, -2.337, 7.874], [6.173, 0.614, -1.946], [-5.753, -2.242, -2.470], [1.022, -3.907, -3.383], [0.434, -4.269, 2.047], [5.287, -0.372, 2.124], [-0.142, 3.054, 3.469], [-2.142, -1.531, 1.065], [-0.286, -3.030, 7.628], [0.601, 0.610, -4.603], [0.815, 1.348, -1.032], [-1.705, -1.850, 6.537], [-0.785, 0.800, 0.970], [-0.205, 0.125, 5.753], [3.517, 4.677, 2.725], [-3.536, -1.297, 4.560], [-3.941, -3.607, -4.165], [1.292, 5.213, -2.276], [-2.543, 2.939, -2.454], [-1.698, -1.884, -0.493], [-2.652, 2.715, -4.470], [5.294, 0.488, 0.625], [3.646, -3.171, -3.141], [-2.986, -2.956, -3.282], [0.740, -3.114, -2.043], [-2.688, 3.568, -3.332], [-1.331, -1.325, 0.367], [-3.452, 0.580, 6.107], [-1.094, -0.787, -2.585], [0.464, 0.672, -3.143], [0.289, -1.011, 8.804], [-2.646, 1.977, -7.615]],
  "lowdin_spin": [0.00, 0.00, 0.00, 0.00, 0.03, 0.00, 0.00, 0.00, 0.00, 0.00, 0.00, 0.00, 0.00, 0.00, 0.00, 0.00, 0.00, 0.00, 0.00, 0.00, 0.00, 0.00, 0.00, 0.00, 0.00, 0.00, 0.00, 0.00, 0.00, 0.00, 0.00, 0.00, 0.00, 0.00, 0.00, 0.00, 0.00, 0.00, 0.00, 0.00, 0.00, 0.00, 0.00, 0.00, 0.00, 0.00, 0.00, 0.00, 0.00, 0.00, 0.00, 0.00, 0.00, 0.00, 0.00, 0.78, 0.00, 0.00, 0.00, 0.00, 0.00, 0.00, 0.00, 0.00, 0.00, 0.13, 0.00, 0.00, 0.00, 0.00, 0.00, 0.00, 0.00, 0.00, 0.00, 0.00, 0.00, 0.00, 0.00, 0.00, 0.00, 0.00, 0.00, 0.00, 0.00, 0.00, 0.00, 0.00, 0.01, 0.00, 0.00, 0.00, 0.00, 0.00, 0.00, 0.00, 0.00, 0.00, 0.00, 0.00, 0.00, 0.00, 0.00, 0.00, 0.00, 0.00, 0.00, 0.00, 0.00, 0.00, 0.00, 0.00, 0.05, 0.00, 0.00, 0.00, 0.00, 0.00, 0.00, 0.00, 0.00, 0.00, 0.00, 0.00, 0.00, 0.00, 0.00],
  "orbital_gap_ev": [8.5, 6.1],
  "lumo_ev": [-1.19, -3.64],
  "s_squared": 0.75,
  "total_energy_ev": -191565.23608,
  "total_charge": 0,
  "spin_multiplicity": 2
}